{"formula": "C4H3NO", "method": "ωB97M-V with the def2-TZVPD basis set", "relative_energy_kj_mol": 511.6, "homo_lumo_gap_ha": 0.311, "e_tot_ha": -283.97823, "smiles": "c1cc2c(o1)N2", "fmax_ha_per_bohr": 0.093, "homo_energy_ev": -8.028, "elements": ["C", "C", "C", "C", "O", "N", "H", "H", "H"], "positions_angstrom": [[0.85411, 0.96138, -0.04237], [0.57639, -0.42067, -0.15595], [-0.77382, -0.47038, 0.19465], [-1.24474, 0.82028, 0.21812], [-0.27072, 1.68310, -0.09050], [-2.15765, -0.21265, -0.24102], [1.86348, 1.33871, 0.12116], [1.35028, -1.10245, -0.36642], [-2.94289, -0.55099, 0.27249]]}

=====

{"formula": "C4H3NO2", "method": "ωB97M-V with the def2-TZVPD basis set", "relative_energy_kj_mol": 547.9, "homo_lumo_gap_ha": 0.331, "e_tot_ha": -359.26169, "fmax_ha_per_bohr": 0.009, "homo_energy_ev": -9.239, "elements": ["O", "C", "C", "N", "O", "C", "C", "H", "H", "H"], "positions_angstrom": [[1.16321, 1.15984, 1.81023], [1.36366, 1.10940, 0.52233], [0.40666, 0.26967, -0.21408], [0.49801, 0.13571, -1.51716], [-0.52156, -0.68654, -1.87324], [-1.22105, -1.04320, -0.77897], [-0.68716, -0.47105, 0.32148], [2.04937, 1.76291, 1.33388], [-2.06033, -1.69880, -0.95870], [-0.99082, -0.53793, 1.35423]]}

=====

{"formula": "C4H3NO2", "method": "ωB97M-V with the def2-TZVPD basis set", "relative_energy_kj_mol": 353.8, "homo_lumo_gap_ha": 0.301, "e_tot_ha": -359.33562, "smiles": "C=C=C=O.N=C=O", "fmax_ha_per_bohr": 0.082, "homo_energy_ev": -8.666, "elements": ["C", "C", "C", "O", "H", "H", "N", "C", "O", "H"], "positions_angstrom": [[-0.72447, 1.70979, 0.27106], [0.51049, 1.27725, 0.22054], [1.38066, 0.41640, -0.22641], [2.42973, -0.11269, -0.30151], [-1.33395, 2.32437, 0.81486], [-1.27376, 1.61407, -0.67266], [0.42711, -1.59305, 0.05836], [-0.71644, -1.86212, -0.24099], [-1.83048, -1.87711, -0.63088], [1.13110, -1.89690, 0.70761]]}

=====

{"formula": "C4H3NO2", "method": "ωB97M-V with the def2-TZVPD basis set", "relative_energy_kj_mol": 202.7, "homo_lumo_gap_ha": 0.352, "e_tot_ha": -359.39314, "smiles": "[H]/N=C1/C=CC(=O)O1", "fmax_ha_per_bohr": 0.036, "homo_energy_ev": -10.040, "elements": ["H", "N", "C", "C", "C", "C", "O", "O", "H", "H"], "positions_angstrom": [[-2.33758, 1.20333, 0.17630], [-1.57658, 1.21041, -0.49374], [-0.91003, 0.12058, -0.54978], [0.48482, 0.52693, -0.69749], [1.22689, -0.09363, 0.22809], [0.51786, -1.26814, 0.70840], [0.70600, -2.20915, 1.37960], [-1.03463, -1.09380, -0.03926], [0.72718, 1.37842, -1.30709], [2.19607, 0.22506, 0.59495]]}

=====

{"formula": "C4H3NO2", "method": "ωB97M-V with the def2-TZVPD basis set", "relative_energy_kj_mol": 375.0, "homo_lumo_gap_ha": 0.357, "e_tot_ha": -359.32754, "smiles": "N=C=C=C=O.C=O", "fmax_ha_per_bohr": 0.065, "homo_energy_ev": -9.623, "elements": ["N", "C", "C", "C", "O", "H", "C", "O", "H", "H"], "positions_angstrom": [[0.93621, 2.12619, -0.11879], [0.11728, 1.24109, -0.24638], [-0.92088, 0.49909, -0.35929], [-1.99854, -0.16852, -0.30606], [-2.88882, -0.89351, -0.23052], [1.71972, 2.44748, 0.38519], [0.79607, -1.32986, 0.15665], [1.61279, -1.31561, -0.73127], [0.81115, -0.84455, 1.20812], [-0.18497, -1.76179, 0.24235]]}

=====

{"formula": "C4H3NO3", "method": "ωB97M-V with the def2-TZVPD basis set", "relative_energy_kj_mol": 269.9, "homo_lumo_gap_ha": 0.349, "e_tot_ha": -434.62454, "smiles": "O=c1ccnc(O)o1", "fmax_ha_per_bohr": 0.099, "homo_energy_ev": -9.523, "elements": ["O", "C", "C", "C", "N", "C", "O", "O", "H", "H", "H"], "positions_angstrom": [[-1.71813, -2.22959, 0.05274], [-0.90571, -1.40471, 0.08746], [0.37345, -1.18426, 0.76405], [0.92304, 0.04953, 0.93795], [0.66539, 1.10578, 0.09622], [-0.29010, 0.96134, -0.78275], [-0.55245, 1.97059, -1.61280], [-0.99167, -0.13351, -0.91950], [0.47933, -2.15514, 1.06868], [2.12385, 0.12843, 1.38807], [-0.10700, 2.89153, -1.08014]]}

=====

{"formula": "C4H3NO3", "method": "ωB97M-V with the def2-TZVPD basis set", "relative_energy_kj_mol": 150.7, "homo_lumo_gap_ha": 0.303, "e_tot_ha": -434.66994, "smiles": "O=C1CNC(=O)C1=O", "fmax_ha_per_bohr": 0.051, "homo_energy_ev": -9.744, "elements": ["O", "C", "C", "N", "C", "O", "C", "O", "H", "H", "H"], "positions_angstrom": [[2.10567, 1.19690, -0.12654], [1.11746, 0.52169, -0.06386], [-0.18338, 0.97570, 0.60217], [-1.11703, -0.07929, 0.29811], [-0.64153, -1.14620, -0.42542], [-1.14314, -2.14048, -0.85131], [0.84070, -0.85753, -0.61505], [1.49023, -1.69202, -1.16287], [0.03850, 1.33905, 1.65558], [-0.45978, 1.94189, 0.15958], [-2.04771, -0.05970, 0.52961]]}

=====

{"formula": "C4H3NOS", "method": "ωB97M-V with the def2-TZVPD basis set", "relative_energy_kj_mol": 213.4, "homo_lumo_gap_ha": [0.303, 0.303], "e_tot_ha": -682.28941, "fmax_ha_per_bohr": 0.067, "homo_energy_ev": [-8.628, -8.628], "elements": ["C", "C", "C", "C", "N", "O", "S", "H", "H", "H"], "positions_angstrom": [[-0.79167, 0.98366, 0.33948], [-0.69923, 0.89593, -1.10764], [-1.39365, 0.03840, 1.02424], [1.72709, -0.83530, 1.14039], [2.17023, -1.59094, 0.38365], [-2.21697, -0.53369, 1.58983], [-1.41394, 0.00740, -2.27863], [0.03869, 1.46835, 0.84629], [-0.02305, 1.55078, -1.46837], [2.60250, -1.98459, -0.46925]]}

=====

{"formula": "C4H3O2", "method": "ωB97M-V with the def2-TZVPD basis set", "charge": 1, "relative_energy_kj_mol": 704.3, "homo_lumo_gap_ha": 0.412, "e_tot_ha": -304.07552, "fmax_ha_per_bohr": 0.117, "homo_energy_ev": -16.989, "elements": ["C", "C", "C", "C", "O", "O", "H", "H", "H"], "positions_angstrom": [[-0.84976, 0.14049, -0.02031], [1.54836, 0.25395, -0.02983], [0.36428, -0.17645, -0.73370], [0.53678, -0.10037, 0.92544], [-1.81163, -0.77856, -0.00947], [1.09625, -1.12440, 0.09034], [-1.04639, 1.13835, -0.06656], [2.86541, 1.01935, 0.04243], [-2.70330, -0.37236, -0.19833]]}

=====

{"formula": "C4H3O2S", "method": "ωB97M-V with the def2-TZVPD basis set", "charge": -1, "relative_energy_kj_mol": 142.6, "homo_lumo_gap_ha": 0.205, "e_tot_ha": -702.85631, "smiles": "[O-]/C(O)=C/C=C=S", "fmax_ha_per_bohr": 0.091, "homo_energy_ev": -2.217, "elements": ["O", "C", "O", "C", "C", "C", "S", "H", "H", "H"], "positions_angstrom": [[-1.69277, -1.63449, 1.18455], [-0.86517, -0.78621, 0.69670], [-0.09856, -0.17513, 1.66210], [-0.39510, -0.66616, -0.62331], [0.56549, 0.14174, -1.12289], [1.10991, 1.09522, -0.37049], [1.67724, 2.47836, 0.26938], [-0.27833, 0.75987, 1.66816], [-0.98210, -1.26305, -1.29563], [0.95938, 0.04984, -2.06858]]}